C17H12CuNO5S | the ωB97M-V functional and the def2-TZVPD basis

Output
LUMO (spin up / spin down): -4.3 / -4.8 eV
HOMO level (spin up / spin down): -0.4213 / -0.4451 Eh
multiplicity: 2
HOMO-LUMO gap (spin up / spin down): 7.20 / 7.36 eV
energy relative to the best compared isomer or geometry (same formula, charge and spin): 170.0 kJ/mol
net charge: +1

XYZ file:
```
37
Properties=species:S:1:pos:R:3:nbo_charge:R:1
O 6.10 3.28 -1.91 -0.401
C 5.23 2.56 -1.67 0.535
Cu 2.58 0.95 -0.96 0.881
O 3.27 3.80 -0.33 -0.422
C 3.39 2.71 -0.77 0.316
C 3.43 -0.72 -1.71 0.126
O 2.87 -1.79 -1.67 -0.443
C 3.96 0.20 0.28 0.441
O 4.17 -0.24 1.33 -0.401
C 2.47 1.11 -2.92 0.451
O 1.86 1.28 -3.89 -0.394
H 4.43 -0.64 -2.23 0.174
N 0.67 0.65 -0.18 -1.274
S -0.03 -0.77 -0.07 1.143
C -0.64 -0.89 1.62 -0.264
C -0.26 -2.00 2.39 -0.200
C -0.66 -2.08 3.72 -0.196
C -1.42 -1.04 4.28 -0.171
C -1.80 0.07 3.50 -0.211
C -1.40 0.15 2.16 -0.164
C -1.57 -0.49 -0.95 -0.278
C -1.72 0.61 -1.78 -0.220
C -2.96 0.83 -2.41 -0.196
C -4.02 -0.07 -2.22 -0.184
C -3.83 -1.21 -1.43 -0.209
C -2.61 -1.43 -0.79 -0.157
H 0.36 1.18 0.65 0.390
H 0.37 -2.76 1.91 0.235
H -0.38 -2.96 4.31 0.238
H -1.73 -1.11 5.32 0.236
H -2.39 0.87 3.93 0.236
H -1.66 1.01 1.56 0.224
H -0.89 1.30 -1.87 0.239
H -3.07 1.71 -3.03 0.230
H -4.98 0.12 -2.72 0.235
H -4.66 -1.91 -1.29 0.233
H -2.47 -2.30 -0.14 0.221
```